[1]
C46H54BiCl2FN5O7Si2 | ωB97M-V/def2-TZVPD

Cartesian coordinates (Å):
Bi 0.22361 -0.11497 0.25727
O -5.32940 3.93147 3.23108
C -4.18254 4.39300 3.09693
O -3.73360 5.54445 3.21752
C -3.11604 3.33036 2.70971
C -3.46386 1.99594 2.58127
C -2.49309 1.07361 2.22146
N -1.22617 1.42815 1.99476
C -0.87424 2.70981 2.12693
C -1.79754 3.68630 2.48256
C 0.55931 3.04099 1.86387
C 1.02513 4.35491 1.86967
C 2.36049 4.59628 1.60461
C 3.20439 3.52993 1.33642
C 2.66049 2.25879 1.34185
N 1.37989 2.01944 1.60600
C -2.81852 -0.36937 2.02099
C -4.08158 -0.88953 2.30075
C -4.32531 -2.23091 2.06879
C -3.31040 -3.03191 1.56597
C -2.08742 -2.44146 1.31125
N -1.85005 -1.15184 1.53647
H -4.50006 1.74424 2.75812
H -1.54984 4.73156 2.59937
H 0.35358 5.17710 2.06467
H 2.73547 5.61174 1.59699
H 4.25064 3.67548 1.10717
H 3.26495 1.39010 1.10183
H -4.86058 -0.25419 2.69386
H -5.30259 -2.64679 2.27873
H -3.45980 -4.08385 1.36632
H -1.25641 -3.00532 0.90486
Cl 2.96206 3.20101 -2.80807
C 1.22984 3.25214 -2.69589
C 0.53750 4.22720 -3.42714
C -0.82357 4.29319 -3.38104
Cl -1.65404 5.51630 -4.30537
C -1.56413 3.38349 -2.58740
C -2.97008 3.39352 -2.46089
C -3.58434 2.46225 -1.67613
C -2.79748 1.50898 -1.00724
N -1.49018 1.49205 -1.07624
C -0.85477 2.40381 -1.85700
C 0.58823 2.30654 -1.90319
O 1.21354 1.39118 -1.24868
H 1.09734 4.92592 -4.03350
H -3.54358 4.14409 -2.98707
H -4.65875 2.45037 -1.55502
H -3.26556 0.74459 -0.39654
C 3.17319 -2.19311 3.84604
Si 1.44929 -2.01885 3.10486
C 0.65007 -0.53003 3.90769
C 0.41808 -3.50287 3.66406
N 1.55067 -1.78650 1.39491
C 2.43212 -2.54158 0.64784
C 2.84768 -3.85221 0.94834
C 3.76768 -4.53889 0.16934
C 4.31724 -3.96316 -0.96557
C 3.93672 -2.66837 -1.30333
C 3.03438 -2.01247 -0.50372
F 2.70160 -0.73151 -0.83189
H 3.10782 -2.32669 4.92953
H 3.74520 -1.28132 3.65453
H 3.73705 -3.03172 3.43518
H 0.65999 -0.67126 4.99266
H -0.38880 -0.39602 3.60078
H 1.18503 0.39304 3.67900
H 0.50737 -3.62701 4.74750
H 0.70887 -4.44613 3.19784
H -0.63912 -3.33467 3.44268
H 2.42562 -4.34269 1.81596
H 4.04605 -5.54731 0.45213
H 5.02827 -4.50241 -1.57685
H 4.33384 -2.15687 -2.17099
C 1.41263 -0.89610 -3.98148
C 0.06932 -0.70246 -4.67288
C -0.05376 0.71457 -5.21881
C -0.10712 -1.71552 -5.80128
O -1.00642 -0.85041 -3.73423
Si -1.23044 -1.92851 -2.52259
O -0.56465 -1.54077 -1.12162
O -0.70364 -3.37921 -3.09632
C -0.57232 -4.64132 -2.43259
C 0.59497 -4.59184 -1.45937
C -1.85254 -5.01156 -1.68518
C -0.30108 -5.65399 -3.53786
O -2.85366 -1.97527 -2.24345
C -3.95222 -2.00987 -3.15866
C -5.09140 -2.69345 -2.41015
C -4.33853 -0.57845 -3.51475
C -3.61458 -2.78805 -4.42923
H 2.22536 -0.75368 -4.69824
H 1.48964 -1.90761 -3.57351
H 1.53879 -0.17988 -3.16932
H 0.70725 0.90085 -5.97963
H 0.07222 1.44284 -4.41688
H -1.03989 0.85570 -5.66579
H 0.68827 -1.59365 -6.53996
H -1.06554 -1.55866 -6.30149
H -0.07662 -2.73140 -5.40835
H 0.41020 -3.85222 -0.68221
H 1.51677 -4.31269 -1.97275
H 0.74353 -5.56761 -0.98982
H -2.09221 -4.25703 -0.93508
H -1.72396 -5.97564 -1.18765
H -2.69917 -5.08469 -2.36894
H 0.60636 -5.37710 -4.07696
H -1.13264 -5.67141 -4.24515
H -0.16965 -6.65485 -3.12170
H -5.29980 -2.15276 -1.48498
H -4.81121 -3.71713 -2.15469
H -5.99849 -2.71750 -3.01768
H -4.62672 -0.04020 -2.61224
H -5.18050 -0.56415 -4.21115
H -3.48946 -0.06579 -3.96760
H -3.31463 -3.80920 -4.19395
H -2.79798 -2.30625 -4.96688
H -4.48838 -2.82428 -5.08352

Values from the calculation:
- Spin multiplicity: 1
- Total charge: -1
- Molecular weight: 1144.0 u
- HOMO-LUMO gap: 7.166 eV

Atomic partial charges in e from the Löwdin method, atoms 1 to 2:
1 Bi 2.017
2 O -0.044

---

[2]
C30H27N10Sr | ωB97M-V/def2-TZVPD

Cartesian coordinates (Å):
Sr -0.89345 -0.25630 0.70543
C 0.60043 0.10747 5.29844
C -0.14095 -0.11951 4.13528
N 0.44241 -0.10242 2.92040
C 1.79349 -0.01336 2.86980
C 2.48144 0.06944 4.07203
N 1.92686 0.14203 5.26293
C 2.51060 -0.06377 1.61029
C 3.91346 -0.12976 1.58421
C 4.53207 -0.14630 0.36333
C 3.75440 -0.23200 -0.81883
C 2.34950 -0.12228 -0.73699
N 1.80905 -0.09452 0.48822
C 1.50072 0.03149 -1.88219
C 2.01894 0.13176 -3.18522
N 1.25827 0.46777 -4.20838
C -0.08616 0.61103 -4.02207
C -0.61850 0.44382 -2.77339
N 0.16686 0.14736 -1.70020
C 6.03855 -0.14557 0.31119
C 6.69323 0.32229 -0.81623
C 8.08528 0.20880 -0.86988
N 8.85566 -0.42836 0.01545
C 8.21038 -0.93989 1.07022
C 6.85657 -0.78929 1.28470
H 0.21408 0.16695 6.33073
H -1.23663 -0.25223 4.15941
H 3.54779 0.25875 4.05619
H 4.50273 -0.26058 2.48807
H 4.27409 -0.31313 -1.76506
H 3.07032 0.02696 -3.36974
H -0.68568 0.63124 -4.94054
H -1.68456 0.52141 -2.62298
H 6.11512 0.74216 -1.64613
H 8.61014 0.62705 -1.77668
H 8.89319 -1.49637 1.76386
H 6.45983 -1.13848 2.25526
C -4.43167 -0.68088 0.18816
N -3.33356 0.30877 0.11576
C -3.69020 1.61136 0.10016
C -2.80407 2.68264 0.35918
C -3.11774 4.05509 0.66051
C -1.91256 4.69209 0.95400
C -0.90731 3.75115 0.79147
N -1.41647 2.50148 0.50168
C -5.10035 -0.91345 -1.15332
C -6.43766 -0.56209 -1.32987
C -7.06714 -0.68213 -2.54158
C -6.38686 -1.30567 -3.57171
C -5.03160 -1.60759 -3.43715
C -4.39798 -1.51440 -2.22710
H -5.12837 -0.34639 0.95607
H -4.04704 -1.72524 0.46428
H -4.67923 1.83554 -0.26341
H -4.06536 4.54926 0.69130
H -1.73301 5.72492 1.24124
H 0.19080 3.91744 0.90651
H -7.07034 -0.29786 -0.42259
H -8.08057 -0.35436 -2.66801
H -6.93217 -1.47913 -4.49529
H -4.50639 -2.03769 -4.29224
H -3.38642 -1.85288 -2.12207
N -2.06039 -2.63520 1.33461
N -1.30661 -3.02819 0.12421
H -1.67389 -3.13137 2.14129
H -3.02026 -2.97007 1.29268
H -1.99537 -3.36392 -0.56941
H -0.60970 -3.75489 0.35977

Values from the calculation:
- Spin multiplicity: 1
- Total charge: +1
- Molecular weight: 615.2 u
- HOMO-LUMO gap: 5.474 eV

Atomic partial charges in e from the Löwdin method, atoms 1 to 2:
1 Sr 1.391
2 C -0.084

---

[3]
C3H3FN2O | ωB97M-V/def2-TZVPD

Cartesian coordinates (Å):
C -0.17490 -0.31957 0.01325
C 0.91202 0.63719 0.17442
C -1.19567 -0.38743 -0.97643
N 2.00387 0.14664 0.57348
N -1.57541 -0.06122 0.35647
O -1.65327 -0.48033 -2.07081
F -2.31780 -0.75172 1.19331
H 0.32119 -1.21054 0.25546
H 0.85531 1.70766 -0.15622
H 2.82466 0.71932 0.63705

Values from the calculation:
- Structure (SMILES): [H]/N=C/[C@@H]1C(=O)N1F
- Spin multiplicity: 1
- Total charge: 0
- Molecular weight: 102.1 u
- HOMO-LUMO gap: 10.456 eV

Atomic partial charges in e from the Löwdin method, atoms 1 to 2:
1 C -0.169
2 C -0.182

---

[4]
C4H9NO | ωB97M-V/def2-TZVPD

Cartesian coordinates (Å):
C 0.52080 -0.71470 1.53296
N 0.36499 -0.39321 0.18914
C -0.58565 0.71365 -0.01189
C -1.80437 0.21004 -0.81408
C 1.67596 -0.26212 -0.44598
O 1.32662 -1.49802 1.96794
H -0.19045 -0.19543 2.19000
H -0.92033 1.10284 0.94006
H -0.08433 1.43212 -0.66449
H -1.90300 -0.86903 -0.71425
H -1.73706 0.46967 -1.87337
H -2.71273 0.70448 -0.46528
H 2.20762 0.63263 -0.11920
H 1.59599 -0.18227 -1.53452
H 2.24596 -1.15067 -0.17705

Values from the calculation:
- Structure (SMILES): CCN(C)C=O
- Spin multiplicity: 1
- Total charge: 0
- Molecular weight: 87.1 u
- HOMO-LUMO gap: 10.504 eV

Atomic partial charges in e from the Löwdin method, atoms 1 to 2:
1 C -0.334
2 N -0.151

---

The evaluated LUMO for the records listed, in turn: 1.73 -3.89 0.42 0.96 eV.
The evaluated max |F| for the records listed, in turn: 0.009 0.068 0.077 0.041 Eh/bohr.